[1]
{"formula": "C22H28N2O6S", "method": "ωB97M-V/def2-TZVPD", "elements": ["C", "O", "C", "C", "C", "C", "C", "N", "C", "O", "C", "C", "C", "N", "S", "O", "O", "C", "C", "C", "O", "C", "C", "C", "C", "O", "C", "C", "C", "C", "C", "H", "H", "H", "H", "H", "H", "H", "H", "H", "H", "H", "H", "H", "H", "H", "H", "H", "H", "H", "H", "H", "H", "H", "H", "H", "H", "H", "H"], "coordinates": [[-0.662, 6.464, 4.448], [-0.971, 5.193, 4.966], [-0.176, 4.140, 4.626], [-0.532, 2.908, 5.175], [0.207, 1.778, 4.894], [1.323, 1.848, 4.070], [2.128, 0.622, 3.723], [1.971, 0.278, 2.324], [2.927, 0.522, 1.406], [4.032, 0.940, 1.689], [2.513, 0.220, -0.034], [2.081, -1.240, -0.201], [1.560, -1.491, -1.617], [0.538, -0.543, -2.016], [-0.984, -0.849, -1.372], [-0.870, -1.368, -0.031], [-1.772, 0.339, -1.541], [-1.608, -2.144, -2.461], [-0.909, -2.293, -3.647], [-1.206, -3.298, -4.561], [-0.441, -3.335, -5.685], [-0.717, -4.326, -6.648], [-2.238, -4.183, -4.256], [-2.961, -4.009, -3.097], [-2.691, -2.981, -2.182], [-3.543, -2.954, -1.137], [-3.723, -1.799, -0.338], [0.965, 0.837, -1.904], [1.391, 1.169, -0.476], [1.671, 3.075, 3.523], [0.935, 4.215, 3.792], [-1.416, 7.138, 4.852], [0.330, 6.799, 4.769], [-0.714, 6.477, 3.355], [-1.396, 2.864, 5.818], [-0.083, 0.831, 5.327], [3.195, 0.811, 3.872], [1.820, -0.228, 4.339], [1.050, 0.003, 2.023], [3.394, 0.407, -0.659], [1.280, -1.482, 0.496], [2.926, -1.902, -0.002], [2.376, -1.417, -2.345], [1.121, -2.489, -1.684], [-0.104, -1.613, -3.870], [-1.736, -4.234, -7.038], [-0.006, -4.156, -7.455], [-0.570, -5.332, -6.244], [-2.497, -4.995, -4.916], [-3.780, -4.670, -2.862], [-2.977, -1.747, 0.456], [-3.671, -0.885, -0.931], [-4.717, -1.907, 0.096], [1.793, 0.989, -2.604], [0.118, 1.454, -2.206], [0.516, 1.056, 0.168], [1.732, 2.204, -0.418], [2.536, 3.138, 2.879], [1.239, 5.151, 3.351]], "max_force_ev_per_a": 1.17, "e_above_lowest_ev": 1.972, "total_energy_ha": -1814.230481, "mol_weight_g_mol": 448.54}

=====

[2]
{"formula": "C22H28N3O", "method": "ωB97M-V/def2-TZVPD", "elements": ["C", "C", "C", "C", "C", "C", "C", "C", "C", "N", "C", "O", "C", "N", "C", "C", "N", "C", "C", "C", "C", "C", "C", "C", "C", "C", "H", "H", "H", "H", "H", "H", "H", "H", "H", "H", "H", "H", "H", "H", "H", "H", "H", "H", "H", "H", "H", "H", "H", "H", "H", "H", "H", "H"], "coordinates": [[2.239, 2.943, 0.123], [2.635, 1.793, -0.948], [4.224, 1.800, -1.301], [4.557, 0.863, -0.489], [5.941, 0.397, -0.139], [6.217, -0.545, 0.724], [5.177, -1.177, 1.531], [4.054, -1.070, 1.203], [3.537, 0.161, 0.266], [2.425, 0.339, -0.406], [1.134, -0.098, -0.166], [0.102, 0.408, -0.529], [0.919, -1.379, 0.299], [-0.520, -1.659, 0.029], [-1.314, -1.903, 1.279], [-2.860, -1.744, 0.782], [-2.892, -1.396, -0.716], [-3.966, -0.900, -1.162], [-4.471, 0.301, -0.244], [-5.740, 0.402, 0.126], [-6.135, 1.668, 1.045], [-5.093, 2.706, 1.054], [-3.897, 2.494, 0.601], [-3.514, 1.453, -0.493], [-2.119, -2.663, -1.564], [-0.712, -2.648, -0.834], [2.472, 3.895, -0.451], [1.304, 2.935, 0.301], [2.878, 2.828, 1.029], [2.112, 1.911, -1.895], [4.586, 2.733, -1.050], [4.363, 1.482, -2.304], [6.789, 1.227, -0.730], [7.218, -0.656, 0.956], [5.602, -1.996, 1.924], [3.256, -1.540, 1.501], [1.604, -2.132, 0.263], [1.076, -1.300, 1.517], [-0.738, -0.740, -0.519], [-1.267, -1.056, 1.943], [-1.027, -2.556, 1.873], [-3.155, -2.932, 0.875], [-3.473, -1.414, 1.319], [-4.853, -1.652, -1.045], [-3.984, -0.808, -2.288], [-6.388, -0.426, 0.206], [-7.076, 1.648, 1.441], [-5.302, 3.662, 1.491], [-3.096, 3.054, 0.502], [-2.454, 1.193, -0.714], [-2.667, -3.590, -1.452], [-2.107, -2.128, -2.381], [0.008, -2.703, -1.787], [-0.738, -3.743, -0.257]], "total_charge": 1, "max_force_ev_per_a": 17.74, "e_above_lowest_ev": 19.230, "total_energy_ha": -1093.740727, "mol_weight_g_mol": 350.49}

=====

[3]
{"formula": "C22H28N3O5S", "method": "ωB97M-V/def2-TZVPD", "elements": ["C", "C", "O", "O", "C", "O", "C", "C", "C", "O", "C", "C", "C", "C", "C", "C", "C", "C", "S", "C", "C", "C", "N", "C", "O", "C", "N", "C", "C", "N", "C", "H", "H", "H", "H", "H", "H", "H", "H", "H", "H", "H", "H", "H", "H", "H", "H", "H", "H", "H", "H", "H", "H", "H", "H", "H", "H", "H", "H"], "coordinates": [[2.674, 1.509, -3.035], [2.685, 0.905, -1.665], [2.650, -0.278, -1.495], [2.767, 1.772, -0.591], [2.115, 1.293, 0.542], [2.730, 0.846, 1.453], [0.596, 1.412, 0.512], [-0.079, 0.390, 1.391], [-0.665, -0.686, 0.723], [-0.566, -0.772, -0.629], [-1.766, -0.291, -1.287], [-1.447, 0.123, -2.735], [-2.730, 0.225, -3.588], [-0.348, -0.701, -3.438], [-0.670, -2.169, -3.790], [0.172, -2.515, -5.047], [-0.306, -3.185, -2.676], [-1.378, -1.734, 1.392], [-2.169, -3.085, 0.537], [-1.505, -1.708, 2.744], [-0.914, -0.635, 3.463], [-1.052, -0.639, 4.848], [-0.528, 0.338, 5.568], [0.179, 1.340, 4.996], [0.688, 2.274, 5.898], [-0.277, 2.813, 6.616], [-1.041, 3.069, 7.430], [0.416, 1.442, 3.652], [1.292, 2.625, 3.293], [2.624, 2.406, 3.927], [-0.183, 0.412, 2.819], [3.417, 2.299, -3.168], [1.697, 1.923, -3.298], [2.893, 0.731, -3.763], [0.303, 1.312, -0.533], [0.288, 2.424, 0.781], [-2.575, -1.026, -1.243], [-2.112, 0.610, -0.763], [-1.058, 1.150, -2.667], [-2.825, -0.600, -4.293], [-3.615, 0.325, -2.956], [-2.662, 1.130, -4.196], [0.607, -0.664, -2.914], [-0.182, -0.194, -4.399], [-1.716, -2.322, -4.062], [0.113, -3.591, -5.218], [-0.238, -2.017, -5.929], [1.216, -2.230, -4.890], [0.377, -2.784, -1.927], [0.183, -4.050, -3.132], [-1.228, -3.572, -2.238], [-1.121, -3.890, 0.274], [-2.049, -2.487, 3.264], [-1.588, -1.439, 5.341], [-0.642, 0.314, 6.578], [0.879, 3.511, 3.780], [1.432, 2.873, 2.253], [3.309, 2.160, 3.220], [2.929, 3.310, 4.273]], "total_charge": 1, "max_force_ev_per_a": 1.36, "total_energy_ha": -1793.486842, "mol_weight_g_mol": 446.55}

=====

[4]
{"formula": "C22H28N4O4S", "method": "ωB97M-V/def2-TZVPD", "elements": ["C", "C", "N", "C", "O", "C", "C", "C", "O", "N", "C", "C", "C", "C", "C", "C", "C", "C", "N", "C", "C", "C", "S", "O", "O", "N", "C", "C", "C", "C", "C", "H", "H", "H", "H", "H", "H", "H", "H", "H", "H", "H", "H", "H", "H", "H", "H", "H", "H", "H", "H", "H", "H", "H", "H", "H", "H", "H", "H"], "coordinates": [[-1.978, -3.854, -2.173], [-2.676, -2.562, -1.763], [-2.161, -2.051, -0.503], [-3.004, -2.069, 0.562], [-4.115, -2.555, 0.519], [-2.499, -1.435, 1.858], [-3.054, 0.012, 1.963], [-2.537, 0.880, 0.822], [-2.748, 0.597, -0.339], [-1.831, 1.966, 1.219], [-1.022, 2.757, 0.358], [0.337, 2.878, 0.669], [0.908, 2.311, 1.935], [1.161, 3.574, -0.202], [0.645, 4.157, -1.345], [-0.710, 4.084, -1.603], [-1.569, 3.394, -0.756], [-3.040, 3.382, -1.026], [-1.068, -1.539, 1.952], [-0.308, -1.278, 0.833], [1.016, -0.870, 0.929], [1.737, -0.603, -0.218], [3.440, -0.111, -0.051], [3.572, 0.835, 1.023], [3.969, 0.261, -1.334], [4.128, -1.564, 0.492], [5.402, -1.369, 1.150], [4.160, -2.545, -0.568], [1.165, -0.733, -1.465], [-0.137, -1.200, -1.571], [-0.879, -1.505, -0.438], [-2.395, -4.212, -3.110], [-2.131, -4.616, -1.413], [-0.909, -3.702, -2.301], [-2.581, -1.791, -2.530], [-3.738, -2.753, -1.600], [-2.941, -2.012, 2.680], [-2.798, 0.431, 2.938], [-4.140, -0.054, 1.878], [-1.633, 2.072, 2.203], [1.962, 2.084, 1.798], [0.815, 3.040, 2.743], [0.403, 1.396, 2.233], [2.215, 3.640, 0.018], [1.297, 4.685, -2.023], [-1.119, 4.574, -2.475], [-3.600, 3.541, -0.105], [-3.341, 2.416, -1.429], [-3.302, 4.158, -1.740], [-0.661, -1.258, 2.832], [1.495, -0.754, 1.888], [6.207, -1.163, 0.435], [5.648, -2.263, 1.724], [5.294, -0.520, 1.820], [3.152, -2.651, -0.964], [4.831, -2.244, -1.380], [4.488, -3.500, -0.159], [1.744, -0.478, -2.337], [-0.566, -1.310, -2.552]], "max_force_ev_per_a": 1.12, "e_above_lowest_ev": 1.133, "total_energy_ha": -1773.352901, "mol_weight_g_mol": 444.56}

=====

Which formula does entry 2 have? C22H28N3O